Here is 10 unconnected molecules or ions with the total composition C60H140 from OMol25. Energies are from wB97M-V/def2-TZVPD.

Results
SMILES: CCCCCC.CCCCCC.CCCCCC.CCCCCC.CCCCCC.CCCCCC.CCCCCC.CCCCCC.CCCCCC.CCCCCC
DFT total energy, Eh: -2370.03353
Relative energy (zero: lowest compared OMol25 entry of this formula, charge and spin), kcal/mol: 26.8
Highest occupied orbital energy, eV: -10.406

```
! RIJCOSX wB97M-V def2-TZVPD def2/J DEFGRID3
* xyz 0 1
C 6.850 -6.132 1.028
C 5.736 -5.260 0.461
C 4.601 -6.105 -0.144
C 3.533 -5.301 -0.877
C 2.934 -4.115 -0.144
C 2.259 -4.498 1.193
H 7.172 -6.923 0.349
H 6.493 -6.560 1.965
H 7.766 -5.560 1.192
H 5.317 -4.583 1.205
H 6.108 -4.654 -0.371
H 4.149 -6.766 0.604
H 5.009 -6.810 -0.875
H 3.958 -4.946 -1.828
H 2.728 -5.931 -1.271
H 3.624 -3.303 0.088
H 2.150 -3.734 -0.806
H 1.442 -5.204 1.049
H 3.025 -4.979 1.807
H 1.928 -3.605 1.719
C -4.738 -1.168 -11.335
C -3.629 -0.677 -10.398
C -3.880 -0.999 -8.927
C -2.792 -0.477 -7.983
C -3.141 -0.721 -6.522
C -2.084 -0.078 -5.607
H -5.699 -0.940 -10.877
H -4.697 -2.249 -11.489
H -4.603 -0.747 -12.331
H -2.637 -1.046 -10.681
H -3.514 0.403 -10.543
H -4.006 -2.077 -8.776
H -4.862 -0.584 -8.672
H -1.828 -0.921 -8.244
H -2.710 0.602 -8.153
H -4.133 -0.297 -6.362
H -3.148 -1.795 -6.321
H -1.080 -0.381 -5.901
H -2.179 1.010 -5.654
H -2.246 -0.310 -4.552
C -3.110 1.345 -1.438
C -2.465 0.701 -0.216
C -0.950 0.566 -0.466
C -0.192 -0.256 0.560
C 1.331 -0.326 0.333
C 2.056 -0.953 1.531
H -2.703 2.313 -1.740
H -4.180 1.534 -1.315
H -3.003 0.690 -2.308
H -2.713 1.258 0.689
H -2.897 -0.297 -0.096
H -0.496 1.558 -0.561
H -0.814 0.119 -1.459
H -0.281 0.259 1.527
H -0.561 -1.281 0.640
H 1.463 -0.993 -0.526
H 1.724 0.674 0.131
H 2.047 -0.286 2.395
H 1.572 -1.895 1.795
H 3.090 -1.167 1.259
C -6.302 2.230 0.492
C -6.931 0.886 0.876
C -8.363 0.737 0.398
C -9.056 -0.599 0.729
C -10.379 -0.764 -0.054
C -11.401 0.296 0.344
H -6.703 3.107 0.993
H -6.284 2.373 -0.588
H -5.270 2.075 0.821
H -6.306 0.019 0.632
H -6.976 0.744 1.966
H -8.437 0.902 -0.680
H -8.941 1.512 0.912
H -8.401 -1.381 0.330
H -9.309 -0.731 1.780
H -10.181 -0.729 -1.128
H -10.735 -1.783 0.117
H -11.447 0.543 1.407
H -11.187 1.234 -0.172
H -12.415 -0.014 0.078
C 4.033 1.532 1.271
C 3.918 2.216 -0.098
C 3.432 3.669 -0.042
C 3.214 4.321 -1.413
C 2.901 5.821 -1.321
C 2.269 6.284 -2.629
H 4.347 0.492 1.138
H 3.060 1.418 1.760
H 4.737 2.009 1.953
H 4.920 2.256 -0.532
H 3.236 1.595 -0.678
H 4.155 4.236 0.552
H 2.489 3.678 0.517
H 4.082 4.067 -2.029
H 2.387 3.790 -1.897
H 2.273 6.058 -0.463
H 3.830 6.376 -1.159
H 2.145 7.374 -2.624
H 2.795 6.030 -3.545
H 1.222 5.964 -2.631
C 4.438 2.684 4.980
C 2.930 2.505 4.775
C 2.440 3.387 3.622
C 0.915 3.346 3.458
C 0.413 4.162 2.289
C -1.056 4.019 2.047
H 4.741 3.728 4.915
H 4.988 2.187 4.177
H 4.684 2.178 5.914
H 2.731 1.459 4.519
H 2.397 2.683 5.712
H 2.831 2.919 2.712
H 2.745 4.424 3.751
H 0.550 2.321 3.325
H 0.496 3.665 4.421
H 0.692 5.222 2.344
H 0.951 3.878 1.372
H -1.415 4.606 1.200
H -1.370 2.985 1.861
H -1.663 4.270 2.924
C -6.050 -0.877 -2.575
C -5.170 -1.952 -1.936
C -3.792 -2.078 -2.568
C -2.900 -3.014 -1.752
C -1.453 -3.074 -2.289
C -0.479 -3.621 -1.241
H -7.085 -1.019 -2.258
H -6.018 -0.914 -3.669
H -5.729 0.132 -2.311
H -5.024 -1.605 -0.903
H -5.724 -2.883 -1.797
H -3.357 -1.080 -2.647
H -3.893 -2.508 -3.570
H -2.830 -2.645 -0.726
H -3.351 -4.005 -1.814
H -1.436 -3.720 -3.170
H -1.100 -2.092 -2.610
H 0.493 -3.805 -1.707
H -0.332 -2.937 -0.405
H -0.787 -4.585 -0.829
C 3.325 -0.834 -2.230
C 2.555 -0.336 -3.479
C 1.941 1.057 -3.393
C 1.314 1.462 -4.712
C 0.558 2.786 -4.582
C -0.654 2.716 -3.644
H 4.056 -0.116 -1.855
H 3.793 -1.785 -2.478
H 2.622 -0.969 -1.401
H 3.277 -0.475 -4.286
H 1.756 -1.077 -3.580
H 2.715 1.741 -3.027
H 1.201 1.099 -2.586
H 2.080 1.581 -5.485
H 0.653 0.682 -5.101
H 1.251 3.547 -4.210
H 0.146 3.180 -5.515
H -0.421 2.256 -2.680
H -1.076 3.704 -3.465
H -1.420 2.064 -4.072
C 5.424 -0.698 3.256
C 6.551 -0.410 4.238
C 6.327 -1.069 5.595
C 7.522 -0.883 6.520
C 7.325 -1.490 7.919
C 8.633 -1.706 8.655
H 5.270 -1.730 2.935
H 5.622 -0.102 2.359
H 4.439 -0.363 3.594
H 7.534 -0.657 3.828
H 6.652 0.672 4.382
H 6.171 -2.136 5.394
H 5.415 -0.753 6.112
H 8.401 -1.311 6.024
H 7.797 0.171 6.637
H 6.569 -0.883 8.420
H 6.855 -2.471 7.789
H 8.468 -2.179 9.627
H 9.303 -2.372 8.111
H 9.181 -0.786 8.873
C -4.368 2.029 4.025
C -3.010 1.842 4.675
C -2.198 0.720 4.010
C -1.047 0.158 4.856
C -0.558 -1.184 4.305
C 0.784 -1.708 4.842
H -4.884 2.886 4.466
H -5.052 1.181 4.107
H -4.263 2.231 2.955
H -2.449 2.772 4.557
H -3.118 1.582 5.730
H -1.856 0.990 3.008
H -2.919 -0.091 3.846
H -0.192 0.833 4.968
H -1.411 0.049 5.883
H -1.314 -1.950 4.494
H -0.474 -1.114 3.218
H 0.860 -2.717 4.428
H 1.642 -1.109 4.547
H 0.761 -1.857 5.923
*
```